The following is a quantum chemistry calculation of a structure of composition C34H48CdN3P, from OMol25.

As for the HOMO energy: 2.68 eV. Its total charge is -2. The value obtained for the LUMO energy is 4.311 eV. Its frontier orbital gap is 1.633 eV.

XYZ file:
```
87
Properties=species:S:1:pos:R:3:forces:R:3
Cd -0.663 -0.002 0.251 0.443 0.144 0.587
N -1.104 -2.167 1.950 -0.484 -0.534 0.446
N -0.338 -2.280 -1.379 -1.215 0.362 -2.110
C 1.429 1.861 -0.379 0.044 -0.528 1.088
C 2.291 0.772 -0.057 -0.639 0.630 0.752
C 1.985 0.321 1.257 -0.817 0.852 -0.503
C 2.595 -0.827 1.977 0.176 -0.282 0.146
H 3.144 -1.474 1.285 0.017 0.038 0.119
H 1.826 -1.446 2.452 0.027 -0.002 -0.009
H 3.289 -0.507 2.771 -0.043 -0.081 -0.132
C 0.897 1.112 1.759 0.567 -0.148 -0.801
C 0.324 1.035 3.131 -0.127 0.002 0.407
H 0.913 1.620 3.854 -0.111 -0.115 0.018
H 0.276 -0.005 3.477 0.108 0.128 0.022
H -0.706 1.409 3.162 0.139 0.066 -0.002
C 0.579 2.102 0.752 0.441 -0.895 -0.447
C -0.355 3.249 0.927 -0.257 0.289 -0.022
H -1.165 3.017 1.629 0.128 0.009 -0.007
H -0.843 3.521 -0.017 0.115 0.088 0.098
H 0.163 4.144 1.310 -0.125 -0.103 -0.094
C 3.244 0.075 -0.961 0.089 -0.337 -0.225
H 4.223 -0.075 -0.485 -0.066 0.087 -0.168
H 3.381 0.606 -1.906 0.100 0.022 0.116
H 2.863 -0.926 -1.216 0.112 0.020 -0.026
C 1.307 2.583 -1.675 -0.022 0.161 -0.275
H 0.256 2.656 -1.984 0.086 0.071 -0.029
H 1.817 2.045 -2.478 0.048 0.136 0.010
H 1.703 3.610 -1.632 -0.037 -0.172 -0.084
C -1.995 -2.491 2.894 0.116 -0.802 -0.253
H -2.109 -1.770 3.705 -0.077 -0.159 -0.123
C -2.753 -3.672 2.862 0.366 0.433 -0.032
H -3.467 -3.859 3.653 -0.078 -0.044 -0.084
C -2.551 -4.577 1.812 0.179 0.365 -0.065
H -3.126 -5.496 1.759 0.062 0.062 0.031
C -1.607 -4.275 0.839 -0.223 0.843 0.362
H -1.372 -4.931 0.005 -0.139 0.003 0.243
C -0.908 -3.033 0.912 -0.537 -0.339 0.148
C 0.016 -2.592 -0.084 1.397 0.324 1.669
H 1.055 -2.402 0.205 -0.452 0.289 -0.097
C -0.539 -0.960 -1.766 1.200 -2.068 -0.523
C -0.466 -3.153 -2.467 0.523 0.854 0.946
H -0.360 -4.212 -2.304 -0.097 0.064 -0.228
C -0.603 -2.372 -3.546 0.180 0.365 -0.745
H -0.684 -2.618 -4.592 -0.004 0.103 0.056
N -0.560 -1.041 -3.119 -0.361 0.322 -0.413
C -0.455 0.101 -4.004 -0.176 0.384 -0.446
C 0.759 0.410 -4.640 -0.148 0.232 0.058
C 0.827 1.546 -5.463 -0.575 0.030 0.233
H 1.776 1.806 -5.939 -0.264 -0.165 0.090
C -0.284 2.379 -5.653 0.213 -0.395 0.022
C -0.223 3.578 -6.563 0.001 0.159 -0.028
H -0.261 4.507 -5.982 0.000 -0.093 -0.042
H -1.075 3.603 -7.255 0.188 -0.067 0.183
H 0.698 3.590 -7.154 -0.094 -0.029 0.065
C -1.473 2.061 -4.997 0.047 -0.275 0.078
H -2.339 2.721 -5.110 0.282 -0.346 -0.002
C -1.579 0.923 -4.187 0.270 0.306 -0.035
C -2.872 0.605 -3.516 -0.571 0.108 0.255
H -3.320 -0.342 -3.848 0.184 0.096 0.037
H -3.609 1.399 -3.692 0.212 -0.207 0.012
H -2.735 0.533 -2.432 0.000 -0.016 -0.301
C 2.006 -0.408 -4.463 0.548 -0.249 0.092
H 2.126 -1.170 -5.247 -0.177 0.129 0.135
H 2.060 -0.922 -3.497 -0.186 0.106 -0.148
H 2.893 0.241 -4.527 -0.271 -0.129 0.012
C -3.835 0.953 3.258 -0.011 0.010 0.163
C -4.309 0.164 2.037 -0.085 0.046 -0.192
P -3.235 0.357 0.540 0.402 -0.445 0.135
C -3.668 -1.139 -0.451 0.191 0.324 0.094
C -5.105 -1.254 -0.914 -0.175 -0.212 -0.082
C -3.731 1.857 -0.416 0.096 -0.102 -0.188
C -4.170 3.025 0.460 -0.092 0.220 0.093
H -3.659 2.015 3.055 0.006 -0.215 -0.055
H -4.594 0.894 4.045 0.063 -0.013 -0.024
H -2.912 0.516 3.662 -0.112 0.173 -0.121
H -4.289 -0.912 2.289 -0.050 0.305 -0.221
H -5.348 0.414 1.766 0.358 -0.078 0.070
H -2.981 -1.142 -1.312 -0.282 -0.110 0.234
H -3.387 -2.015 0.159 -0.006 0.327 -0.056
H -5.816 -1.272 -0.082 0.097 0.049 -0.096
H -5.194 -2.202 -1.456 -0.244 0.124 -0.121
H -5.374 -0.445 -1.599 -0.027 -0.178 0.035
H -2.850 2.161 -1.012 -0.300 -0.139 0.222
H -4.517 1.599 -1.138 0.030 0.027 0.179
H -3.357 3.409 1.089 -0.149 -0.159 -0.103
H -4.495 3.859 -0.174 0.012 -0.169 0.085
H -5.003 2.741 1.111 0.045 0.114 -0.089
```
Positions in Å, forces in eV/Å.